Record 1
{
  "formula": "C13H14Cl2N2ORhS3",
  "method": "ωB97M-V with the def2-TZVPD basis set",
  "elements": ["H", "Rh", "N", "C", "Cl", "C", "C", "H", "H", "C", "H", "H", "C", "C", "S", "C", "C", "H", "C", "H", "H", "H", "H", "O", "H", "H", "Cl", "H", "N", "H", "C", "C", "C", "S", "S", "C"],
  "xyz": [[-2.1458, -1.3773, -3.7669], [-0.5181, 0.8501, -0.2838], [5.5185, 3.6064, 4.0232], [-0.4823, -3.6779, -1.6614], [-1.4422, 2.2986, -2.2862], [3.4320, 2.2796, 3.2954], [2.5845, 1.6569, 4.2408], [-2.9647, -0.4095, -2.5431], [0.7799, -4.0035, -3.3553], [2.8556, 1.7768, 5.6403], [-2.9048, -3.4775, -2.6423], [3.8229, 2.6357, 1.2220], [-0.0138, -3.3188, -3.0591], [-2.1679, 3.4616, -1.1605], [-0.2446, 0.0204, 1.9820], [1.4882, 0.9466, 3.8027], [-2.9885, -2.5216, -2.1274], [-0.8133, -3.4001, -3.7942], [1.1736, 0.8746, 2.4348], [-1.6433, 4.4061, -1.2417], [-3.2261, 3.5612, -1.3680], [-3.8899, -2.5403, -1.5164], [0.3508, -3.7573, -0.9628], [-0.8727, -1.1166, -1.1627], [-1.0459, -4.6126, -1.6279], [0.8492, 0.4489, 4.5196], [-1.9535, 2.8179, 0.4855], [-3.9128, -1.3634, -3.6772], [3.0565, 1.8871, 6.7656], [0.3913, -2.3077, -3.0818], [2.0272, 1.4986, 1.4868], [4.5827, 3.0152, 3.7162], [-2.9961, -1.3484, -3.0887], [-1.5872, -2.4357, -0.9208], [1.7436, 1.4478, -0.2273], [3.1568, 2.1782, 1.9406]],
  "forces_ev_per_a": [[0.0, 0.0, 0.0], [0.8, -0.8, 0.3], [-0.1, 0.0, 0.0], [-0.2, 0.2, 0.1], [-0.2, 0.2, -0.5], [-0.2, -0.1, -0.3], [-0.1, 0.0, -0.2], [0.0, 0.1, 0.0], [0.0, 0.0, 0.0], [0.0, 0.0, 0.3], [0.0, 0.0, 0.0], [0.0, 0.0, 0.0], [0.0, 0.0, 0.0], [0.1, 0.0, -0.1], [0.2, 0.3, -0.1], [0.2, 0.1, 0.3], [0.2, 0.1, 0.2], [0.0, 0.0, 0.0], [-0.2, -0.2, -0.1], [0.0, 0.0, 0.0], [0.0, -0.1, 0.0], [0.0, 0.0, 0.0], [0.0, 0.0, 0.0], [0.0, 0.5, -0.3], [0.0, 0.0, 0.1], [0.0, 0.0, 0.0], [-0.3, 0.4, 0.3], [0.0, -0.1, 0.0], [0.0, 0.0, -0.1], [0.0, 0.0, 0.0], [0.0, -0.1, 0.0], [0.2, 0.1, 0.1], [0.0, 0.0, 0.0], [-0.2, -0.7, -0.1], [-0.4, 0.0, 0.0], [0.1, 0.0, 0.1]],
  "mulliken_charge": [0.277, 0.214, -0.384, -0.569, -0.042, 0.602, 0.425, 0.148, 0.380, -0.263, 0.394, 0.533, -1.034, -0.216, -0.203, -0.638, -0.631, 0.251, 0.681, 0.347, 0.327, 0.459, 0.395, -0.435, 0.454, 0.548, -0.050, 0.397, -0.401, 0.260, 0.652, -0.275, -0.917, 0.364, -0.199, -0.849],
  "s2": 6.03,
  "total_charge": 1,
  "homo_energy_ev": [-11.58, -11.96],
  "multiplicity": 5,
  "lumo_ha": [-0.1169, -0.2274]
}

Record 2
{
  "formula": "C13H14ClN3O",
  "method": "ωB97M-V with the def2-TZVPD basis set",
  "elements": ["C", "C", "C", "C", "H", "Cl", "N", "N", "H", "H", "H", "C", "H", "H", "H", "C", "H", "H", "H", "N", "H", "O", "C", "C", "C", "C", "H", "C", "H", "C", "H", "C"],
  "xyz": [[-0.3274, -1.8533, 2.0698], [1.3758, -0.2430, -1.7458], [1.3389, 0.9957, -0.7786], [-0.7719, 0.9614, 2.1472], [-1.6880, 0.6366, 4.0572], [-3.1642, -0.4528, -1.6664], [2.2298, -3.2764, -2.6575], [0.2523, -1.8172, -0.1694], [1.1008, 3.1234, -0.9178], [2.2181, -0.1814, -2.3752], [2.6807, 2.5502, -1.5960], [1.9255, -2.5623, -1.8422], [-1.4122, -1.9108, 3.9568], [2.1428, 0.9130, -0.0376], [-2.7730, 0.3670, 0.4823], [-1.2309, 0.1591, 3.2274], [-3.1902, 1.6213, -0.5841], [0.4580, -0.2962, -2.4753], [2.2908, -1.4792, -0.1490], [0.0267, 1.1647, -0.0794], [-0.2785, -2.9380, 2.0201], [-1.1273, 2.0433, -1.8525], [1.5933, 2.3023, -1.4402], [-1.0236, -1.2995, 3.1645], [1.4552, -1.5424, -0.9350], [-2.5280, 0.7167, -0.5493], [1.1726, 2.2911, -2.4514], [-1.1639, 1.3505, -0.8051], [-0.2935, -2.6307, -0.3125], [-0.0514, -1.0350, 0.9525], [-0.9846, 1.9875, 2.3494], [-0.2528, 0.3346, 0.9934]],
  "forces_ev_per_a": [[-2.1, 1.4, 1.5], [-2.3, 0.6, 0.5], [-0.7, 0.0, -0.5], [-0.8, -2.8, 2.0], [-0.4, 0.1, 0.7], [0.4, -0.4, -0.6], [1.0, -2.0, -2.0], [0.8, 1.3, -1.3], [0.3, -0.1, 0.0], [1.2, 0.3, -0.7], [-0.9, -0.4, 0.5], [-1.6, 1.0, 1.6], [0.1, -0.2, 0.2], [-0.6, -0.5, 0.4], [0.8, -0.2, -0.8], [1.6, -2.5, -2.2], [0.5, -0.8, -0.4], [1.5, 0.3, 1.6], [-0.8, 0.3, -1.0], [-1.5, -1.1, -0.9], [0.4, 0.2, -0.2], [-0.3, -1.5, 2.3], [1.2, 1.3, -2.1], [0.4, 2.7, -0.7], [0.9, 0.7, 1.6], [-1.5, 1.9, 2.9], [0.0, 0.2, 0.2], [1.5, 1.7, -4.6], [-0.1, -0.6, -0.2], [-0.3, -2.0, 0.9], [0.4, 0.8, -1.0], [0.7, 0.2, 2.3]],
  "mulliken_charge": [-0.660, -0.903, 0.227, -0.436, 0.441, -0.171, -0.451, -0.122, 0.384, 0.498, 0.395, 0.015, 0.426, 0.441, 0.189, -0.473, 0.395, 0.255, 0.227, 0.425, 0.421, -0.577, -1.627, -0.686, 0.398, -0.413, 0.365, 0.453, 0.302, 0.556, 0.414, -0.709],
  "relative_energy_kcal_mol": 42.5,
  "homo_energy_ev": -8.82,
  "lumo_ha": 0.0154
}

Record 3
{
  "formula": "C13H14F12N4OPSSn",
  "method": "ωB97M-V with the def2-TZVPD basis set",
  "elements": ["F", "H", "F", "H", "H", "F", "F", "C", "N", "H", "H", "C", "F", "C", "C", "H", "H", "O", "C", "F", "H", "C", "H", "F", "P", "F", "N", "N", "H", "C", "H", "C", "F", "S", "Sn", "F", "F", "H", "F", "H", "C", "N", "H", "C", "C", "C", "C"],
  "xyz": [[-4.4403, -1.1714, -1.7297], [0.5770, -5.3837, -0.7898], [2.7306, 0.6405, 2.2075], [1.4736, -1.6191, 1.0092], [-4.5514, 2.3999, -0.1146], [-2.3977, -0.3820, 1.7510], [0.7750, 1.7287, 2.7782], [-0.7535, -2.3111, -1.3554], [3.7116, 1.3457, -2.8952], [-1.5645, -1.8120, -1.9424], [-5.1889, 1.2597, -1.3596], [-0.1146, -1.5420, -0.4296], [2.5922, 2.9347, 1.9940], [1.4874, 1.4700, -2.4606], [3.5456, 1.2234, -1.6301], [5.5519, 1.1666, -1.0235], [2.2915, 1.4756, -4.4044], [-2.6568, 0.7198, -0.6444], [0.8593, -2.1775, 0.3465], [-5.5023, -1.3131, 0.0884], [-5.8307, 1.2399, 0.2575], [-0.5567, -3.6931, -1.4308], [4.5496, -0.1196, -0.2776], [-3.3560, -1.8935, -0.0565], [2.3604, 1.8774, 3.2599], [1.9980, 3.0847, 4.2547], [2.2357, 1.3361, -1.3136], [1.6695, 1.2807, -0.0904], [-1.0846, -4.2479, -2.1803], [4.5615, 0.9450, -0.5592], [1.9106, -4.0784, 0.8242], [-3.8737, 0.4085, -0.0121], [-4.5078, -0.0756, 2.3565], [-0.2060, 1.6709, -2.4541], [-0.6916, 0.5531, -0.1006], [3.9637, 2.0604, 3.5889], [-3.2151, 1.5841, 1.9776], [1.6834, 2.1636, 0.3877], [2.1604, 0.7918, 4.3803], [4.4015, 1.5001, 0.3763], [0.3945, -4.3042, -0.6446], [2.4362, 1.4428, -3.4077], [2.1881, 0.5489, 0.4364], [-3.5229, 0.3452, 1.5060], [-4.2958, -0.9766, -0.4240], [1.1469, -3.5394, 0.2692], [-4.9447, 1.4424, -0.3193]],
  "forces_ev_per_a": [[0.2, 0.7, -0.8], [-0.1, 0.7, 0.3], [0.2, 0.0, 0.0], [0.3, 0.6, 0.8], [0.3, 1.1, 0.0], [-0.7, -0.2, 0.0], [0.8, 0.1, 0.1], [-2.2, 0.2, -0.9], [0.0, -0.5, -1.1], [0.8, -0.8, 0.2], [-0.1, 0.5, -0.3], [0.9, 0.2, 0.7], [-0.4, -0.3, 0.2], [0.8, -0.1, 0.7], [0.8, 0.0, 1.5], [-0.7, -0.2, 0.7], [0.1, 0.1, 0.1], [-0.6, 0.0, -0.5], [0.6, -0.3, 0.3], [0.6, 0.1, 0.5], [-0.4, 0.1, 0.3], [0.3, 0.7, -0.4], [-0.1, 0.2, -0.3], [-0.8, 0.3, 0.3], [0.8, 0.9, -0.1], [-0.1, -0.5, -0.6], [-1.3, 0.4, -1.9], [0.0, -1.8, 0.9], [-0.3, -0.3, -0.2], [0.9, 0.1, -0.8], [0.0, 0.6, 0.2], [1.6, 0.4, 0.9], [0.8, -0.2, -1.3], [0.1, -0.2, -0.2], [0.0, -0.5, -0.3], [-1.1, -0.5, -0.2], [-0.1, -0.3, -0.8], [0.4, 0.6, 0.7], [-0.1, -0.1, 0.4], [0.0, 0.1, -0.5], [0.4, -0.4, 0.2], [-0.5, 0.3, 0.3], [-0.6, 1.0, 0.3], [-0.5, 1.1, 2.0], [-0.4, -1.9, -0.3], [-1.0, -0.5, -1.2], [0.1, -1.7, -0.2]],
  "mulliken_charge": [-0.271, 0.334, -0.416, 0.609, 0.447, -0.211, -0.398, -0.239, -0.790, 0.324, 0.460, 0.301, -0.411, 0.209, 0.921, 0.357, 0.192, -0.656, -0.281, -0.287, 0.422, -0.829, 0.303, -0.216, 1.266, -0.345, 0.446, -0.458, 0.427, -1.084, 0.415, 1.351, -0.263, -0.398, 0.968, -0.375, -0.271, 0.248, -0.365, 0.304, -0.282, 0.212, 0.122, 0.395, 0.629, -0.842, -1.974],
  "s2": 0.75,
  "homo_energy_ev": [-8.95, -10.01],
  "multiplicity": 2,
  "lumo_ha": [-0.0098, -0.0911]
}